This record from the Open Molecules 2025 dataset describes a 2-piece molecular cluster, CH2ClNOS2 overall at a distorted geometry. The level of theory is the ωB97M-V functional and the def2-TZVPD basis.

Bonds (Å) are listed after each position.
Positions of all 8 atoms, in Å:
1 O -0.9919 1.0117 -1.5977  C2 1.177
2 C -0.7430 0.3128 -0.6838  O1 1.177, S3 1.955, N4 1.307
3 S 0.1207 1.3549 0.7275  C2 1.955, H6 1.341
4 N -1.2635 -0.7827 -0.1973  C2 1.307, S5 1.485
5 S -1.2088 -2.1319 0.4218  N4 1.485
6 H -0.4254 2.4074 0.1017  S3 1.341
7 Cl 1.8265 -1.5611 0.3835  H8 1.361
8 H 2.6853 -0.6111 0.8443  Cl7 1.361

Results
- max |F| (eV/Å) = 3.86
- HOMO (spin up / spin down) (eV) = -9.03 / -9.04
- calculated total energy (eV) = -38797.044
- Kohn-Sham gap (spin up / spin down) (eV) = 6.7911 / 6.8237
- energy above the lowest of the compared OMol25 structures with the same formula, charge and spin (kJ/mol) = 166.5